Formula: C57H66Cl2Ge2KN9O2Se
Source: OMol25
Level of theory: wB97M-V/def2-TZVPD

Properties
Frontier orbital gap in Eh: 0.1534
Energy above the lowest of the compared OMol25 structures with the same formula, charge and spin in kJ/mol: 59.1
HOMO in eV: -5.48
Energy in Ha: -10930.4567
Strongest force on any atom in eV/Å: 0.88

Atoms and positions in Å:
K 0.43381 0.99668 1.03648
C 1.93669 -5.74782 0.82041
C 1.67742 -4.47047 1.61792
Ge 0.12495 -3.45431 0.99429
C -0.11032 -1.89359 2.15980
C -0.58561 -2.26176 3.56719
C -1.54454 -4.45687 0.71854
C -1.88326 -4.29150 -0.57722
Ge -0.40036 -3.22466 -1.36156
C 0.60818 -4.27221 -2.67766
C -0.20669 -4.56649 -3.94132
C -0.97584 -1.53351 -2.17742
C -2.06443 -0.79390 -1.40358
C -3.09323 -4.84375 -1.22719
C -3.66549 -4.18584 -2.31682
C -4.81206 -4.67404 -2.92729
C -5.39882 -5.84460 -2.46781
C -4.82836 -6.52242 -1.39771
C -3.68740 -6.02750 -0.78490
H 2.79079 -6.30309 1.21348
H 2.15025 -5.52131 -0.22671
H 1.07121 -6.41440 0.83737
H 2.54195 -3.80214 1.57413
H 1.51912 -4.69646 2.67685
H -0.82953 -1.22131 1.68514
H 0.85239 -1.37181 2.20974
H -1.53928 -2.79412 3.53693
H -0.72703 -1.37587 4.19343
H 0.13522 -2.90514 4.07722
H -2.16031 -5.02880 1.41395
H 0.90819 -5.20235 -2.19058
H 1.52792 -3.73658 -2.92544
H -1.14563 -5.07244 -3.70489
H 0.34449 -5.20614 -4.63384
H -0.45663 -3.64955 -4.48043
H -1.34606 -1.78649 -3.17762
H -0.09781 -0.89982 -2.32786
H -2.95423 -1.41756 -1.27594
H -2.38121 0.11260 -1.92709
H -1.77170 -0.46502 -0.39890
H -3.20138 -3.27870 -2.68959
H -5.24258 -4.14623 -3.76967
H -6.28744 -6.23395 -2.94838
H -5.27050 -7.44601 -1.04490
H -3.23684 -6.57127 0.03691
Cl 2.27851 -1.30518 -0.26952
C 3.31976 -0.13737 -1.12809
Cl 3.17329 1.47136 -0.42134
H 2.99855 -0.09635 -2.16167
H 4.34726 -0.46778 -1.03533
C 3.26614 0.16484 5.21137
C 2.41198 0.00517 4.13374
N 2.81821 -0.35821 2.91812
C 4.11655 -0.60371 2.75839
C 5.06361 -0.50682 3.77664
C 4.61068 -0.09648 5.02758
C 6.46491 -0.94467 3.61370
C 7.23147 -0.94598 2.52593
C 6.92589 -0.35959 1.20621
C 6.36652 0.90357 1.07633
C 6.16992 1.37184 -0.20780
N 6.48446 0.65738 -1.29104
C 7.02457 -0.53472 -1.05246
N 7.27008 -1.08235 0.13228
H 2.88062 0.48265 6.17143
H 1.34714 0.16260 4.26152
H 4.41579 -0.94628 1.77226
H 5.31196 0.00365 5.84810
H 6.90020 -1.36873 4.51338
H 8.20708 -1.41523 2.58501
H 6.09260 1.49279 1.94079
H 5.73793 2.35222 -0.37615
H 7.29565 -1.12594 -1.92194
Se -0.97009 1.75362 4.07726
N -1.68520 1.14903 2.56544
C -2.97844 1.02527 2.77861
C -3.91813 0.57635 1.79171
C -5.21954 0.48251 2.14282
C -5.67867 0.82460 3.46624
C -4.83142 1.25911 4.42450
C -3.43628 1.37276 4.10680
N -2.50855 1.78058 4.95032
H -3.56685 0.33063 0.79719
H -5.94730 0.14253 1.41613
H -6.73408 0.72893 3.68634
H -5.16667 1.52231 5.41872
C -6.15573 2.45500 -0.99360
C -5.22945 2.04036 -2.10563
C -5.11573 0.71139 -2.50178
C -4.25562 0.33566 -3.51800
C -3.46656 1.27800 -4.17467
N -2.63268 0.78806 -5.20991
C -2.00446 1.47500 -6.23611
O -2.01263 1.04691 -7.37057
N -1.30784 2.63153 -5.92078
C -0.47089 2.87913 -4.81313
C 0.18590 4.10418 -4.75122
C 1.05651 4.35372 -3.70862
C 1.24306 3.37554 -2.74225
N 0.61005 2.20779 -2.78272
C -0.22830 1.96393 -3.79224
C -3.56814 2.61199 -3.79134
C -4.44655 2.97217 -2.77653
H -6.93550 1.70992 -0.83176
H -6.63974 3.40657 -1.21624
H -5.61559 2.57392 -0.05042
H -5.72045 -0.04783 -2.01773
H -4.19352 -0.70787 -3.80961
H -2.93581 -0.10609 -5.56511
H -1.01714 3.08935 -6.77096
H 0.02055 4.84554 -5.52532
H 1.58613 5.29443 -3.64176
H 1.91335 3.53740 -1.90633
H -0.70695 0.98988 -3.79990
H -3.01301 3.38375 -4.30200
H -4.52750 4.02167 -2.51334
C -1.43750 4.70508 -0.50238
C -1.93595 3.42161 0.12607
O -1.22922 2.27831 -0.36642
H -1.96428 5.56522 -0.08226
H -1.60083 4.70003 -1.58511
H -0.37182 4.83099 -0.30777
H -3.00777 3.28675 -0.04099
H -1.76688 3.43627 1.20258
H -1.27938 2.28108 -1.32934
C 1.45614 3.52837 1.76466
C 2.61563 3.66648 2.50653
C 2.66112 3.50810 3.93429
C 3.83657 3.49560 4.63199
C 5.07526 3.68602 3.99176
C 5.05426 3.96318 2.61127
C 3.88695 3.95543 1.89753
C 6.29856 3.58891 4.71422
N 7.28435 3.47276 5.30710
H 1.46492 3.68618 0.68932
H 0.48568 3.42968 2.23885
H 1.72926 3.37130 4.47272
H 3.82197 3.33289 5.70407
H 5.98983 4.18694 2.10896
H 3.90928 4.18340 0.83496

---

Formula: C36H36CdN3O10PSe2
Source: OMol25
Level of theory: wB97M-V/def2-TZVPD

Properties
Frontier orbital gap (alpha / beta) in Eh: 0.1418 / 0.1640
Net charge: -2
Energy above the lowest of the compared OMol25 structures with the same formula, charge and spin in kJ/mol: 402.6
HOMO (alpha / beta) in eV: -0.19 / -0.79
Energy in Ha: -7621.9173
Strongest force on any atom in eV/Å: 0.37

Atoms and positions in Å:
Cd 2.15603 -0.05840 -0.45783
O 1.57907 -1.39419 2.49193
C 0.95466 -1.96743 1.60678
O 0.99495 -1.63322 0.35953
C 0.01343 -3.11112 1.96153
C -0.04531 -3.48052 3.28546
C -0.93532 -4.50183 3.69798
C -1.71439 -5.18127 2.75391
C -1.64093 -4.86287 1.39965
C -0.78826 -3.79451 1.02678
O -0.85964 -3.23066 -0.29368
N -2.39799 -5.62094 0.49684
O -2.13797 -5.53870 -0.77564
O -3.30816 -6.39506 0.93164
N -1.02765 -4.83730 5.04101
O -1.83326 -5.75262 5.39776
O -0.30808 -4.20789 5.87938
H 0.57529 -2.98080 4.00997
H -2.36253 -5.98342 3.06314
O 6.69815 -0.27430 -2.02582
C 5.31450 -0.12117 -2.39866
C 4.92309 1.35017 -2.36491
C 5.87977 2.15609 -3.27848
O 7.21411 2.28946 -2.82251
C 5.03496 1.93622 -0.95068
Se 4.14256 1.06878 0.58863
C 3.52938 1.58007 -2.99541
Se 2.14568 0.16058 -3.00316
H 6.76196 -0.97824 -1.37766
H 4.68615 -0.67888 -1.70688
H 5.16285 -0.53132 -3.40095
H 5.48662 3.17160 -3.38336
H 5.85983 1.68974 -4.27460
H 7.47163 1.41774 -2.49032
H 4.70077 2.97511 -0.98451
H 6.08408 1.94839 -0.66521
H 3.65888 1.81986 -4.05331
H 3.09387 2.45754 -2.52180
C 0.06018 -3.78366 -1.28922
C -2.17738 -2.70316 -0.72555
C -2.05988 -2.09908 -2.10473
C -2.68586 -1.71041 0.31666
C -4.22491 -1.61753 0.21343
O -4.47802 -0.23884 -0.11935
C -3.25314 0.36049 -0.17991
N -2.23383 -0.34016 0.07141
C -3.25946 1.78048 -0.57963
C -4.45013 2.30076 -1.08162
C -4.52498 3.61042 -1.52481
C -3.39593 4.40843 -1.46243
C -2.21273 3.90150 -0.94386
C -2.11021 2.58955 -0.48477
P -0.53132 1.95802 0.25576
C -1.05448 1.85639 2.00867
C -2.20293 2.44353 2.53817
C -2.51979 2.27730 3.87911
C -1.69558 1.52219 4.70537
C -0.54633 0.94333 4.18740
C -0.22830 1.11546 2.84691
C 0.44639 3.52027 0.27045
C 1.24527 3.74614 -0.84995
C 2.04788 4.87464 -0.93591
C 2.07751 5.78531 0.11151
C 1.29946 5.56132 1.23905
C 0.48606 4.43860 1.31676
H -0.41748 -4.65601 -1.72385
H 0.94497 -4.03981 -0.72112
H 0.29640 -2.98934 -1.98942
H -2.81713 -3.58588 -0.74492
H -1.30039 -1.31734 -2.13359
H -3.02045 -1.63982 -2.34958
H -1.85883 -2.86080 -2.85491
H -2.36176 -2.02753 1.30767
H -4.73613 -1.85823 1.14302
H -4.62997 -2.23726 -0.58782
H -5.31717 1.65729 -1.12706
H -5.45622 3.99912 -1.91714
H -3.43143 5.43576 -1.80448
H -1.35030 4.55108 -0.88529
H -2.86370 3.02752 1.90744
H -3.42199 2.72873 4.27521
H -1.95766 1.37244 5.74546
H 0.09323 0.32312 4.80201
H 0.65807 0.62733 2.45948
H 1.24242 3.01701 -1.65509
H 2.66416 5.03127 -1.81318
H 2.71632 6.65833 0.05574
H 1.33064 6.25881 2.06754
H -0.11188 4.26880 2.20358

---

Formula: C2H6N2S
Source: OMol25
Level of theory: wB97M-V/def2-TZVPD

Properties
Frontier orbital gap in Eh: 0.3565
Energy above the lowest of the compared OMol25 structures with the same formula, charge and spin in kJ/mol: 246.0
HOMO in eV: -8.96
Energy in Ha: -587.4103
Strongest force on any atom in eV/Å: 5.58

Atoms and positions in Å:
H 1.95169 -1.08459 0.12060
N 2.00823 0.00009 0.02960
C 1.05817 0.76018 -0.05265
N -0.24006 0.36515 -0.16440
C -1.20513 1.42447 0.07331
S -0.61893 -1.23588 -0.06295
H 1.12119 1.77136 0.02683
H -1.14653 1.79414 1.19251
H -2.33861 0.74087 -0.07278
H -1.03742 2.35396 -0.62639
H -0.14297 -1.46618 1.18597

---

Formula: CH8N3O2P
Source: OMol25
Level of theory: wB97M-V/def2-TZVPD

Properties
Frontier orbital gap (alpha / beta) in Eh: 0.3088 / 0.3088
Energy above the lowest of the compared OMol25 structures with the same formula, charge and spin in kJ/mol: 484.0
HOMO (alpha / beta) in eV: -8.25 / -8.25
Energy in Ha: -698.9067
Strongest force on any atom in eV/Å: 4.63

Atoms and positions in Å:
C -2.31119 0.05602 0.42872
N 1.37392 -1.44763 0.53474
N 1.36819 -0.05738 -1.72598
N -0.43321 1.40437 0.73837
O 2.70102 0.77363 0.41651
O -1.46526 1.04275 -0.08825
P 1.50937 0.15409 -0.05398
H -1.74380 -0.87814 0.59956
H -3.11677 -0.23980 -0.21290
H -2.68400 0.58882 1.47232
H 1.19279 -1.22055 1.56207
H 0.64087 -1.87558 0.06061
H 2.24527 0.18617 -2.14986
H 0.80580 -0.77298 -2.03983
H -0.08300 2.28620 0.45792

---

Formula: C32H23Cl2F3O6PReS5
Source: OMol25
Level of theory: wB97M-V/def2-TZVPD

Properties
Spin multiplicity: 2
Frontier orbital gap (alpha / beta) in Eh: 0.2050 / 0.2312
Net charge: -1
Energy above the lowest of the compared OMol25 structures with the same formula, charge and spin in kJ/mol: 132.4
HOMO (alpha / beta) in eV: -4.45 / -4.80
Energy in Ha: -5315.3442
Strongest force on any atom in eV/Å: 1.82

Atoms and positions in Å:
Re -0.60709 1.22811 0.96791
C -0.85936 -3.14427 1.95422
C 0.10979 -3.78351 1.01768
C 0.15900 -5.16613 0.88051
C 1.04516 -5.77011 0.00615
C 1.91347 -4.99432 -0.74375
C 1.87410 -3.61698 -0.62356
C 0.97291 -3.00473 0.24294
P 0.92014 -1.17904 0.37706
C 1.55614 -0.56315 -1.21227
C 2.50407 0.39205 -1.20030
C 2.71386 1.35550 -2.31646
C 1.59178 1.38080 -3.36032
C 0.87370 0.05915 -3.44946
C 0.76434 -0.79406 -2.42843
C -0.14334 -1.97784 -2.51328
C 2.24512 -0.88677 1.59935
C 3.08019 -1.90169 2.05207
C 3.94931 -1.68186 3.10485
C 3.95774 -0.45061 3.73805
C 3.12119 0.55876 3.30093
C 2.26365 0.37043 2.22027
C 1.44567 1.51254 1.74034
H -1.31733 -3.88177 2.61018
H -1.64753 -2.65613 1.37992
H -0.37222 -2.37517 2.55596
H -0.50783 -5.77695 1.47402
H 1.06088 -6.84682 -0.09069
H 2.62149 -5.46162 -1.41472
H 2.55344 -3.00293 -1.19956
H 3.12339 0.55130 -0.33018
H 3.68311 1.18930 -2.80437
H 2.04137 1.63362 -4.32618
H 0.28272 -0.07454 -4.34657
H -0.71421 -1.94023 -3.43812
H -0.84968 -1.96196 -1.68213
H 0.40692 -2.91696 -2.47544
H 3.04685 -2.87272 1.58076
H 4.60206 -2.47741 3.43638
H 4.61163 -0.28263 4.58077
H 3.12608 1.51415 3.80431
H 1.96069 1.96731 0.88623
H 1.44915 2.27070 2.52927
O -4.43886 5.02941 5.12355
C -3.70809 4.37346 4.43910
S -3.45300 2.63022 4.63328
C -2.25894 2.43490 3.36347
C -1.93339 3.55168 2.66028
S -0.68269 3.62751 1.46618
S -2.75344 5.03711 3.09878
S -1.54654 0.87018 3.13407
Cl -1.41135 5.10186 -5.35473
C -1.08325 3.96626 -4.08779
C 0.09023 3.20919 -4.15853
C 0.43999 2.35062 -3.14751
Cl 2.87219 3.00693 -1.58138
C -0.38578 2.25491 -1.97180
O 0.04734 1.61231 -0.96742
C -1.65890 2.91561 -2.01053
C -2.67461 2.65293 -1.03063
O -2.59820 1.98555 -0.00633
C -1.96959 3.79378 -3.05936
H 0.72029 3.31055 -5.03273
H -3.64917 3.12566 -1.26137
H -2.90370 4.33357 -3.03767
F -4.22810 -1.41903 1.63765
C -4.36058 -0.52351 0.65313
F -5.53321 -0.75308 0.04890
F -4.44931 0.67763 1.22025
S -2.97902 -0.84818 -0.56944
O -3.17052 0.03364 -1.68340
O -3.18511 -2.24504 -0.83068
O -1.76719 -0.63739 0.22830

---

Formula: C5H10O2
Source: OMol25
Level of theory: wB97M-V/def2-TZVPD

Properties
Frontier orbital gap in Eh: 0.3948
Energy above the lowest of the compared OMol25 structures with the same formula, charge and spin in kJ/mol: 127.5
HOMO in eV: -9.75
Energy in Ha: -346.9769
Strongest force on any atom in eV/Å: 0.38

Atoms and positions in Å:
O -0.95344 -0.13461 2.63010
C 0.17921 0.04858 1.81862
C -0.20784 0.68583 0.48942
C 0.93800 0.70583 -0.54203
C 0.36580 -0.06287 -1.74400
C -0.70745 -0.92601 -1.08862
O -1.26583 -0.09526 -0.08246
H -1.62597 -0.50198 2.03628
H 0.69247 -0.91011 1.62105
H 0.87962 0.69309 2.36187
H -0.63003 1.67919 0.67757
H 1.82206 0.19566 -0.13965
H 1.23772 1.72391 -0.80399
H 1.12021 -0.65039 -2.27541
H -0.09914 0.62640 -2.45611
H -0.26791 -1.83536 -0.64843
H -1.51673 -1.22276 -1.76121

---

Formula: C5H10O2
Source: OMol25
Level of theory: wB97M-V/def2-TZVPD

Properties
Frontier orbital gap in Eh: 0.3656
Energy above the lowest of the compared OMol25 structures with the same formula, charge and spin in kJ/mol: 215.9
HOMO in eV: -8.94
Energy in Ha: -346.9432
Strongest force on any atom in eV/Å: 0.53

Atoms and positions in Å:
C -0.23615 -1.80194 2.12799
C -0.73587 -0.78109 1.15561
C -0.31115 0.48199 1.07746
O -0.48069 1.26835 -0.03014
C -0.19819 0.64661 -1.30512
C 0.59791 1.64014 -2.11936
O 0.53618 -0.53419 -1.17480
H 0.28156 -2.59141 1.56349
H -1.04320 -2.28774 2.68346
H 0.48590 -1.37393 2.83021
H -1.36552 -1.15250 0.35006
H 0.26943 0.97230 1.86002
H -1.15496 0.39812 -1.78552
H 1.55118 1.81143 -1.60911
H 0.80207 1.20682 -3.10327
H 0.07003 2.58940 -2.23427
H 0.93147 -0.49235 -0.28672